Here is a structure of composition C24H13ClIN2NaOS2 from the Open Molecules 2025 dataset. Energies are from ωB97M-V/def2-TZVPD.

Last column: Mulliken charge in e.
Element x y z (Å)
Na 0.104 -0.324 0.281  1.00
S 2.566 -1.708 3.131  -0.50
C 1.252 -0.796 3.590  0.11
N 0.213 -0.424 2.889  -0.32
C -0.729 0.276 3.597  -0.33
C -1.943 0.740 3.087  -0.25
C -2.809 1.432 3.918  -0.70
C -2.490 1.672 5.253  -0.35
C -1.289 1.213 5.782  -0.52
C -0.422 0.518 4.954  0.63
S 1.116 -0.199 5.325  -0.31
H -2.184 0.545 2.047  0.53
H -3.754 1.790 3.527  0.37
H -3.179 2.217 5.888  0.33
H -1.031 1.393 6.819  0.34
Cl -3.139 -5.685 -3.266  -0.33
C -2.733 -4.199 -2.418  0.56
C -3.583 -3.124 -2.528  -0.61
C -3.288 -1.942 -1.865  -0.43
I -4.594 -0.299 -2.025  -0.05
C -2.143 -1.734 -1.053  0.76
O -1.896 -0.665 -0.447  -0.76
C -1.257 -2.902 -0.977  0.20
N -0.146 -2.750 -0.235  -0.41
C 0.698 -3.745 -0.105  -0.44
C 0.491 -4.989 -0.722  -0.66
C -0.627 -5.175 -1.489  -0.66
C -1.555 -4.123 -1.649  0.33
H -4.478 -3.207 -3.129  0.37
H 1.568 -3.558 0.518  0.42
H 1.212 -5.786 -0.589  0.38
H -0.819 -6.122 -1.978  0.36
C 1.422 1.189 -0.981  -0.25
C 2.017 2.089 -1.576  -0.88
C 2.668 3.153 -2.257  0.27
C 1.976 3.934 -3.202  -0.48
C 2.593 4.981 -3.864  -0.32
C 3.926 5.290 -3.616  -0.39
C 4.629 4.525 -2.693  -0.31
C 4.017 3.477 -2.027  -0.49
H 0.939 3.695 -3.397  0.40
H 2.032 5.567 -4.585  0.33
H 4.407 6.114 -4.131  0.34
H 5.670 4.755 -2.492  0.33
H 4.573 2.888 -1.310  0.40

HOMO energy: -1.99 eV
Frontier orbital gap: 5.83 eV
Net charge: -2
Lowest unoccupied orbital energy: 0.14123 Ha

=====

Here is a cluster of 2 separate species, C2H10N in total in a non-equilibrium geometry from the Open Molecules 2025 dataset. Energies are from ωB97M-V/def2-TZVPD.

Last column: Mulliken charge in e.
Element x y z (Å)
N 1.273 1.845 0.525  -0.50
H 2.254 1.756 0.287  0.37
H 1.156 2.803 0.854  0.40
H 0.708 1.709 -0.292  0.38
H 0.889 1.204 1.256  0.37
C -1.248 -1.707 -0.602  -0.65
C -0.335 -0.606 0.002  -0.91
H -0.635 -2.561 -0.919  0.40
H -1.744 -1.363 -1.518  0.39
H -2.018 -2.101 0.070  0.38
H 0.450 -0.409 -0.728  0.45
H -0.942 0.322 0.159  0.45
H 0.193 -0.892 0.906  0.47

Spin multiplicity: 2
HOMO energy (alpha / beta): -23.55 / -23.30 eV
Relative energy (zero: lowest compared OMol25 entry of this formula, charge and spin): 147.3 kJ/mol
<S²>: 0.7530
Frontier orbital gap (alpha / beta): 15.50 / 6.61 eV
Net charge: +2
Lowest unoccupied orbital energy (alpha / beta): -0.29584 / -0.61330 Ha

=====

Copy entry 2 word for word.
Here is a cluster of 2 separate species, C2H10N in total in a non-equilibrium geometry from the Open Molecules 2025 dataset. Energies are from ωB97M-V/def2-TZVPD.

Last column: Mulliken charge in e.
Element x y z (Å)
N 1.273 1.845 0.525  -0.50
H 2.254 1.756 0.287  0.37
H 1.156 2.803 0.854  0.40
H 0.708 1.709 -0.292  0.38
H 0.889 1.204 1.256  0.37
C -1.248 -1.707 -0.602  -0.65
C -0.335 -0.606 0.002  -0.91
H -0.635 -2.561 -0.919  0.40
H -1.744 -1.363 -1.518  0.39
H -2.018 -2.101 0.070  0.38
H 0.450 -0.409 -0.728  0.45
H -0.942 0.322 0.159  0.45
H 0.193 -0.892 0.906  0.47

Spin multiplicity: 2
HOMO energy (alpha / beta): -23.55 / -23.30 eV
Relative energy (zero: lowest compared OMol25 entry of this formula, charge and spin): 147.3 kJ/mol
<S²>: 0.7530
Frontier orbital gap (alpha / beta): 15.50 / 6.61 eV
Net charge: +2
Lowest unoccupied orbital energy (alpha / beta): -0.29584 / -0.61330 Ha